A structure of composition C6H8BaLiO6, computed with the ωB97M-V functional and the def2-TZVPD basis.

* F_max: 1.045 eV/Å
* charge: 0
* multiplicity: 2
* Kohn-Sham gap (alpha / beta): 4.59 / 6.85 eV

Each line ends with the Mulliken spin population.
Cartesian coordinates (Å):
O1 -2.015 0.441 0.009  0.017
O2 -1.385 2.294 1.108  -0.002
C1 -0.361 2.634 2.056  0.019
C2 -0.026 1.285 2.682  -0.045
O3 -0.523 0.354 1.693  -0.079
C3 -1.312 1.012 0.815  -0.026
H1 0.484 3.060 1.503  0.001
H2 -0.768 3.358 2.766  0.001
H3 -0.560 1.094 3.619  0.007
H4 1.048 1.126 2.816  0.006
O4 1.441 -0.050 -0.509  -0.134
O5 -1.637 -0.746 -3.091  0.005
C4 -0.361 -1.236 -2.957  -0.083
C5 0.701 -0.137 -3.038  -0.002
O6 0.372 0.957 -2.139  0.008
C6 0.767 0.965 -0.843  -0.012
H5 -0.215 -1.777 -1.991  0.084
H6 -0.083 -1.977 -3.743  -0.001
H7 0.694 0.323 -4.035  0.000
H8 1.705 -0.515 -2.811  0.004
Li1 -1.806 0.645 -1.951  0.008
Ba1 1.279 -1.736 1.173  1.223



A structure of composition C6H8Br4F6In2O6S2Ti, computed with the ωB97M-V functional and the def2-TZVPD basis.

* F_max: 7.263 eV/Å
* charge: +5
* multiplicity: 4
* Kohn-Sham gap (alpha / beta): 3.97 / 3.10 eV

Each line ends with the natural charge from an NBO analysis.
Cartesian coordinates (Å):
In1 -0.023 -2.043 5.463  0.992
In2 -4.731 -0.025 0.906  0.988
Ti1 -0.455 -3.616 0.332  2.066
C1 -3.742 -4.953 2.890  0.816
F1 -3.074 -5.827 3.638  -0.275
F2 -3.737 -5.398 1.660  -0.286
F3 -4.918 -4.753 3.410  -0.238
S1 -2.798 -3.274 3.021  2.256
O1 -1.528 -3.321 2.281  -1.014
O2 -3.652 -2.263 2.473  -0.933
O3 -2.444 -3.132 4.443  -0.855
C2 0.641 0.994 1.346  0.771
F4 0.626 1.285 0.044  -0.315
F5 1.863 0.599 1.672  -0.282
F6 0.203 2.024 2.053  -0.259
S2 -0.564 -0.391 1.669  2.309
O4 -1.858 0.256 1.391  -0.963
O5 -0.335 -1.504 0.759  -1.069
O6 -0.458 -0.746 3.084  -0.966
Br1 1.207 -3.117 -2.258  0.060
C3 1.362 -1.112 -2.498  -0.363
C4 0.903 -0.895 -3.911  -0.466
Br2 1.612 0.869 -4.587  0.097
H1 2.383 -0.819 -2.264  0.260
H2 0.730 -0.653 -1.743  0.223
H3 -0.186 -0.960 -3.948  0.247
H4 1.209 -1.712 -4.566  0.267
Br3 4.687 5.527 -0.832  0.918
C5 2.936 5.043 -1.543  -0.520
C6 2.487 6.017 -2.663  -0.509
Br4 0.643 5.748 -3.344  0.837
H5 2.255 5.060 -0.690  0.287
H6 3.068 4.033 -1.936  0.298
H7 3.259 6.006 -3.432  0.306
H8 2.430 7.052 -2.319  0.314



A structure of composition C6H8BrO3, computed with the ωB97M-V functional and the def2-TZVPD basis.

* F_max: 8.101 eV/Å
* relative energy (zero: lowest compared OMol25 entry of this formula, charge and spin): 0.00 kcal per mole
* charge: +1
* multiplicity: 1
* Kohn-Sham gap (alpha / beta): 5.12 / 5.12 eV

Each line ends with the natural charge from an NBO analysis.
Cartesian coordinates (Å):
C1 2.467 2.772 -0.064  0.421
C2 0.739 -0.600 -0.304  -0.294
C3 -0.520 -0.144 -0.405  0.306
C4 2.226 0.500 0.288  0.778
C5 -2.116 -1.694 0.760  -0.597
C6 -1.653 -1.112 -0.582  -0.467
O1 3.242 0.005 0.588  -0.427
O2 -0.769 1.159 -0.298  -0.661
O3 1.776 1.768 0.320  -0.357
Br1 1.392 -2.313 -0.496  0.201
H1 1.934 3.704 -0.187  0.228
H2 3.528 2.694 -0.284  0.223
H3 -1.282 -2.123 1.309  0.220
H4 -2.830 -2.486 0.568  0.235
H5 -2.589 -0.939 1.381  0.211
H6 -2.489 -0.599 -1.063  0.222
H7 -1.333 -1.931 -1.226  0.250
H8 -1.722 1.340 -0.307  0.508



Copy entry 3 word for word.
A structure of composition C6H8BrO3, computed with the ωB97M-V functional and the def2-TZVPD basis.

* F_max: 8.101 eV/Å
* relative energy (zero: lowest compared OMol25 entry of this formula, charge and spin): 0.00 kcal per mole
* charge: +1
* multiplicity: 1
* Kohn-Sham gap (alpha / beta): 5.12 / 5.12 eV

Each line ends with the natural charge from an NBO analysis.
Cartesian coordinates (Å):
C1 2.467 2.772 -0.064  0.421
C2 0.739 -0.600 -0.304  -0.294
C3 -0.520 -0.144 -0.405  0.306
C4 2.226 0.500 0.288  0.778
C5 -2.116 -1.694 0.760  -0.597
C6 -1.653 -1.112 -0.582  -0.467
O1 3.242 0.005 0.588  -0.427
O2 -0.769 1.159 -0.298  -0.661
O3 1.776 1.768 0.320  -0.357
Br1 1.392 -2.313 -0.496  0.201
H1 1.934 3.704 -0.187  0.228
H2 3.528 2.694 -0.284  0.223
H3 -1.282 -2.123 1.309  0.220
H4 -2.830 -2.486 0.568  0.235
H5 -2.589 -0.939 1.381  0.211
H6 -2.489 -0.599 -1.063  0.222
H7 -1.333 -1.931 -1.226  0.250
H8 -1.722 1.340 -0.307  0.508



What did the third record say?
A structure of composition C6H8BrO3, computed with the ωB97M-V functional and the def2-TZVPD basis.

* F_max: 8.101 eV/Å
* relative energy (zero: lowest compared OMol25 entry of this formula, charge and spin): 0.00 kcal per mole
* charge: +1
* multiplicity: 1
* Kohn-Sham gap (alpha / beta): 5.12 / 5.12 eV

Each line ends with the natural charge from an NBO analysis.
Cartesian coordinates (Å):
C1 2.467 2.772 -0.064  0.421
C2 0.739 -0.600 -0.304  -0.294
C3 -0.520 -0.144 -0.405  0.306
C4 2.226 0.500 0.288  0.778
C5 -2.116 -1.694 0.760  -0.597
C6 -1.653 -1.112 -0.582  -0.467
O1 3.242 0.005 0.588  -0.427
O2 -0.769 1.159 -0.298  -0.661
O3 1.776 1.768 0.320  -0.357
Br1 1.392 -2.313 -0.496  0.201
H1 1.934 3.704 -0.187  0.228
H2 3.528 2.694 -0.284  0.223
H3 -1.282 -2.123 1.309  0.220
H4 -2.830 -2.486 0.568  0.235
H5 -2.589 -0.939 1.381  0.211
H6 -2.489 -0.599 -1.063  0.222
H7 -1.333 -1.931 -1.226  0.250
H8 -1.722 1.340 -0.307  0.508



Number 3 is which compound?
C6H8BrO3